Here is C23H22Cl5I2N3NaO as an isolated structure from OMol25. Energies are from the ωB97M-V functional and the def2-TZVPD basis.

Relative energy (zero: lowest compared OMol25 entry of this formula, charge and spin), kJ/mol: 54.07
Frontier orbital gap, eV: 5.4

ORCA input file:
```
! wB97M-V def2-TZVPD RIJCOSX def2/J DEFGRID3
* xyz -1 1
Na 0.0328 -0.5124 -0.3384
C -2.5901 -2.1124 2.0470
N -1.2066 -1.8135 1.7380
C -0.3737 -3.0022 1.6909
C -0.6852 -0.7393 2.5482
C -0.0797 -0.9957 3.7690
C 0.4778 0.0159 4.5418
C 0.4164 1.3179 4.0597
C -0.2019 1.6021 2.8559
C -0.7918 0.5949 2.0535
N -1.3099 0.7710 0.8106
C -1.7341 1.9581 0.3105
C -2.3041 3.0140 1.0633
C -2.7959 4.1628 0.4713
C -2.7453 4.3364 -0.9069
C -2.1970 3.3143 -1.6716
C -1.7002 2.1542 -1.1001
N -1.1460 1.1135 -1.9472
C 0.0511 1.5423 -2.6614
C -2.1366 0.5451 -2.8470
H -2.7050 -2.5496 3.0529
H -3.1723 -1.1919 1.9991
H -2.9919 -2.8176 1.3152
H -0.3317 -3.5628 2.6392
H -0.7687 -3.6815 0.9306
H 0.6458 -2.7263 1.4139
H -0.0326 -2.0208 4.1201
H 0.9608 -0.2102 5.4839
H 0.8729 2.1262 4.6202
H -0.1936 2.6191 2.4863
H -2.3856 2.8973 2.1366
H -3.2313 4.9329 1.0992
H -3.1235 5.2371 -1.3735
H -2.1468 3.4216 -2.7509
H -0.1467 2.3413 -3.3932
H 0.7898 1.9122 -1.9487
H 0.4870 0.6919 -3.1914
H -2.4778 1.2573 -3.6152
H -1.7149 -0.3242 -3.3571
H -3.0019 0.2200 -2.2700
I -3.3841 -3.4242 -1.9487
C -1.5921 -4.1863 -2.8112
I 0.0965 -2.9215 -2.5482
H -1.7759 -4.3144 -3.8701
H -1.3862 -5.1406 -2.3440
Cl 7.6909 0.1279 -1.0331
C 5.9968 -0.2130 -1.0328
C 5.2526 -0.1236 0.1465
Cl 6.0360 0.3421 1.6136
C 3.8990 -0.4035 0.1494
Cl 2.9505 -0.2700 1.5864
C 3.1964 -0.7984 -1.0287
O 1.9587 -1.0731 -1.0021
C 3.9878 -0.8591 -2.2087
Cl 3.1708 -1.3094 -3.6638
C 5.3447 -0.5805 -2.2089
Cl 6.2453 -0.6914 -3.6797
*
```



Here is C23H22ClMnN3O7Si as an isolated structure from OMol25. Energies are from the ωB97M-V functional and the def2-TZVPD basis.

Relative energy (zero: lowest compared OMol25 entry of this formula, charge and spin), kJ/mol: 84.61
Frontier orbital gap (spin up / spin down), eV: 6.1 / 5.7

ORCA input file:
```
! wB97M-V def2-TZVPD RIJCOSX def2/J DEFGRID3
* xyz -2 2
Mn 0.3498 -0.5224 -0.1151
O 6.4963 -0.8810 -0.1647
C 5.1274 -0.7672 -0.1635
C 4.4333 -0.3909 -1.3100
C 3.0600 -0.3055 -1.2288
N 2.4184 -0.5549 -0.1019
C 3.0701 -0.9075 1.0010
C 4.4477 -1.0287 1.0125
C 2.1737 -1.0955 2.2341
O 2.7448 -1.3128 3.3135
O 0.9500 -0.9657 1.9802
C 2.1447 0.0954 -2.4009
O 2.6895 0.4285 -3.4589
O 0.9205 0.0263 -2.1154
H 6.8036 -0.6742 -1.0518
H 4.9230 -0.1635 -2.2504
H 4.9584 -1.3106 1.9225
C -3.2801 -1.6097 1.1457
C -2.8842 -0.2170 0.7316
C -3.8315 0.7311 0.3841
C -3.3832 1.9718 -0.0857
C -2.0431 2.2461 -0.1539
C -1.1235 1.2678 0.3278
N -1.5748 0.0406 0.7380
N 0.2117 1.4390 0.3883
Si 0.8779 2.5257 1.4994
C 0.3964 4.3188 1.1446
C 0.2556 2.1890 3.2343
C 2.7438 2.4461 1.5072
H -3.9144 -2.0736 0.3863
H -3.8348 -1.5862 2.0873
H -2.3858 -2.2158 1.2810
H -4.8864 0.4923 0.4365
H -4.1049 2.7150 -0.4129
H -1.6585 3.1668 -0.5685
H -0.6855 4.4517 1.2359
H 0.6944 4.6255 0.1371
H 0.8771 4.9906 1.8655
H -0.8158 2.4075 3.3020
H 0.7775 2.7807 3.9945
H 0.3985 1.1260 3.4507
H 3.1485 2.3629 0.4944
H 3.0857 1.5792 2.0784
H 3.1578 3.3444 1.9772
Cl -5.3729 -1.2865 -3.8254
C -3.9272 -1.8787 -3.0106
C -2.9502 -0.9806 -2.6347
C -1.8328 -1.4706 -1.9701
C -1.6821 -2.8186 -1.7006
C -2.6732 -3.6997 -2.1073
C -3.8110 -3.2360 -2.7580
C -0.4449 -3.3483 -0.9445
O -0.3329 -4.5774 -0.8848
O 0.3420 -2.4898 -0.4549
H -3.0589 0.0754 -2.8420
H -1.0484 -0.8130 -1.6200
H -2.5370 -4.7520 -1.8908
H -4.6000 -3.9102 -3.0656
*
```



Here is C23H22ClN5O3 in the gas phase from OMol25. Energies are from the ωB97M-V functional and the def2-TZVPD basis.

SMILES: O=C(c1ccc(Cl)cc1)N1CCN(c2ccc([N+](=O)[O-])c(NCc3cccnc3)c2)CC1
Frontier orbital gap, eV: 8.1

ORCA input file:
```
! wB97M-V def2-TZVPD RIJCOSX def2/J DEFGRID3
* xyz 0 1
O -0.9565 -2.8836 1.8855
C -0.2265 -2.7954 0.9181
C 1.0302 -1.9872 0.9790
C 0.9191 -0.6326 1.2716
C 2.0503 0.1438 1.4360
C 3.2991 -0.4441 1.3113
Cl 4.7194 0.5124 1.5297
C 3.4271 -1.7952 1.0303
C 2.2896 -2.5652 0.8688
N -0.4919 -3.4425 -0.2509
C 0.1455 -3.1418 -1.5098
C -0.6179 -1.9844 -2.2128
N -1.9353 -1.8478 -1.6290
C -2.2301 -0.7828 -0.8087
C -3.0532 -0.9093 0.3303
C -3.2979 0.1822 1.1132
C -2.7748 1.4497 0.8165
N -3.0713 2.4963 1.7009
O -3.8154 2.2784 2.6428
O -2.5693 3.6104 1.5090
C -1.9847 1.6160 -0.3560
N -1.5160 2.8283 -0.7190
C -0.7296 3.1038 -1.8960
C 0.6847 2.5877 -1.7715
C 1.5245 3.0604 -0.7682
C 2.8081 2.5533 -0.6682
C 3.1978 1.5654 -1.5609
N 2.4106 1.1070 -2.5177
C 1.1965 1.6172 -2.6243
C -1.7420 0.4795 -1.1316
C -2.5737 -3.1340 -1.4676
C -1.8181 -3.9993 -0.4285
H -0.0610 -0.1937 1.3814
H 1.9638 1.1914 1.6749
H 4.4065 -2.2404 0.9509
H 2.3830 -3.6245 0.6785
H 0.1153 -4.0511 -2.1174
H 1.1853 -2.8603 -1.3558
H -0.0562 -1.0621 -2.0811
H -0.7091 -2.1913 -3.2850
H -3.4526 -1.8626 0.6273
H -3.8932 0.0885 2.0083
H -1.6977 3.5750 -0.0539
H -0.7070 4.1896 -2.0203
H -1.2083 2.6721 -2.7825
H 1.1735 3.8185 -0.0823
H 3.4917 2.9111 0.0853
H 4.1832 1.1226 -1.5134
H 0.6063 1.2320 -3.4486
H -1.1646 0.5991 -2.0297
H -3.6170 -2.9975 -1.1875
H -2.5498 -3.6215 -2.4479
H -1.7384 -5.0361 -0.7684
H -2.3046 -3.9811 0.5479
*
```